[1]
The following is a DFT calculation (ωB97M-V with the def2-TZVPD basis set) of a structure of composition C25H35GeIN3PbS at a distorted geometry.

XYZ file:
```
67
Properties=species:S:1:pos:R:3:lowdin_charge:R:1
Pb -1.380 0.200 -0.479 0.863
C -3.540 -1.706 5.908 -0.025
C -2.431 -0.955 5.259 -0.323
C -1.570 -0.103 5.953 0.002
C -0.636 0.589 5.199 -0.116
N -0.503 0.414 3.891 0.057
C -1.310 -0.479 3.347 -0.789
S -0.944 -1.005 1.699 0.507
N -2.285 -1.130 3.948 0.088
H -3.501 -1.617 6.988 0.079
H -3.493 -2.755 5.623 0.087
H -4.493 -1.320 5.551 0.086
H -1.633 0.019 7.022 0.111
H 0.048 1.297 5.651 0.113
C -1.927 2.542 -0.548 -0.196
C -0.555 3.020 -0.685 -0.412
C 0.056 3.102 -1.946 -0.073
C 1.333 3.612 -2.078 -0.096
C 2.042 4.018 -0.959 -0.081
C 1.471 3.891 0.302 -0.065
C 0.195 3.391 0.441 -0.050
H -2.524 2.684 -1.442 0.048
H -2.437 2.897 0.338 0.063
H -0.498 2.800 -2.822 0.116
H 1.779 3.709 -3.057 0.114
H 3.027 4.449 -1.066 0.110
H 2.027 4.199 1.174 0.112
H -0.244 3.303 1.422 0.118
C 3.059 -3.838 -2.390 -0.097
C 1.561 -3.651 -2.187 -0.272
C 1.164 -3.497 -0.720 -0.290
C 1.798 -2.291 -0.044 -0.345
Ge 1.434 -0.466 -0.837 0.912
C 2.154 0.119 -2.645 -0.322
C 3.680 0.131 -2.693 -0.283
C 4.298 1.076 -1.665 -0.288
C 5.799 1.240 -1.869 -0.100
H 3.281 -3.943 -3.449 0.078
H 3.405 -4.732 -1.876 0.083
H 3.620 -2.986 -2.011 0.043
H 1.040 -4.515 -2.604 0.110
H 1.221 -2.762 -2.732 0.081
H 1.460 -4.393 -0.169 0.118
H 0.075 -3.420 -0.643 0.099
H 2.886 -2.381 -0.037 0.065
H 1.456 -2.220 0.988 0.019
H 1.859 0.581 0.205 -0.026
H 1.786 1.129 -2.831 0.031
H 1.757 -0.531 -3.425 0.056
H 3.977 0.450 -3.696 0.120
H 4.085 -0.873 -2.556 0.093
H 4.122 0.682 -0.657 0.087
H 3.804 2.047 -1.730 0.086
H 6.306 0.285 -1.752 0.076
H 6.205 1.931 -1.134 0.073
H 6.013 1.621 -2.866 0.076
I -3.178 -0.316 -3.260 0.938
C -4.502 -0.356 -1.607 -0.742
C -5.873 -0.294 -1.758 -0.097
C -6.635 -0.285 -0.597 -0.029
C -6.004 -0.371 0.636 -0.021
C -4.623 -0.449 0.669 -0.110
N -3.892 -0.422 -0.438 -0.116
H -6.331 -0.248 -2.735 0.108
H -7.710 -0.213 -0.662 0.121
H -6.571 -0.372 1.552 0.117
H -4.064 -0.530 1.591 0.100
```

The maximum force comes out at 1.154 eV/Å. The HOMO energy comes out at -10.8 eV. The relative energy (zero: lowest compared OMol25 entry of this formula, charge and spin) is 146.88 kJ/mol. The orbital gap is 6.460 eV. The total charge is +1.


[2]
The following is a DFT calculation (ωB97M-V with the def2-TZVPD basis set) of a structure of composition C25H35MnN3 at a distorted geometry.

XYZ file:
```
64
Properties=species:S:1:pos:R:3:lowdin_charge:R:1
C 1.124 -2.012 2.459 -0.238
C 2.315 -2.590 1.655 -0.158
H 1.171 -0.891 2.650 0.019
H 1.133 -2.330 3.519 0.097
H 0.166 -2.433 2.113 0.073
H 3.256 -2.065 1.858 0.064
H 2.460 -3.624 1.999 0.076
H 2.122 -2.640 0.571 0.052
C -0.399 2.535 1.165 -0.087
C -0.735 3.796 0.662 -0.037
C -0.750 3.998 -0.720 -0.048
C -0.438 2.923 -1.540 -0.008
H -0.392 2.362 2.242 0.084
H -0.969 4.605 1.351 0.110
H -0.996 4.965 -1.160 0.114
H -0.455 3.024 -2.618 0.099
N -0.055 1.497 0.369 0.061
C -0.096 1.675 -0.987 -0.184
C 0.244 0.530 -1.832 -0.181
N 0.385 -0.694 -1.232 0.058
C 0.614 -1.788 -2.006 -0.094
C 0.585 -0.447 -4.024 -0.044
C 0.676 -1.701 -3.404 -0.042
H 0.741 -2.751 -1.497 0.109
H 0.811 -2.616 -3.975 0.106
C 0.438 0.673 -3.217 -0.006
H 0.466 1.674 -3.636 0.104
H 0.627 -0.330 -5.110 0.115
Mn 0.663 -0.488 1.035 0.683
C 2.586 -0.019 0.727 -0.265
H 2.614 0.934 0.186 -0.024
H 3.045 -0.793 0.096 -0.020
H 3.105 0.015 1.702 -0.005
C -5.649 -2.589 2.561 -0.061
C -4.289 -2.461 1.921 -0.286
C -3.830 -3.473 1.070 -0.058
C -2.593 -3.373 0.418 -0.287
C -2.197 -4.471 -0.529 -0.061
C -1.799 -2.257 0.674 -0.031
C -2.136 -1.315 1.694 -0.291
C -3.474 -1.359 2.172 -0.029
N -1.147 -0.525 2.238 -0.074
C -1.303 -0.022 3.632 -0.611
C -2.343 1.110 3.646 -0.064
C -1.713 -1.136 4.596 -0.046
C 0.007 0.540 4.203 -0.067
H -6.414 -2.784 1.798 0.076
H -5.676 -3.440 3.257 0.080
H -5.929 -1.682 3.111 0.072
H -4.475 -4.342 0.897 0.112
H -2.247 -5.458 -0.048 0.081
H -2.872 -4.516 -1.396 0.082
H -1.180 -4.340 -0.903 0.054
H -0.872 -2.131 0.100 0.055
H -3.849 -0.558 2.811 0.086
H -3.274 0.798 4.130 0.073
H -1.961 1.971 4.217 0.074
H -2.560 1.468 2.633 0.077
H -1.017 -1.984 4.532 0.083
H -1.700 -0.746 5.622 0.086
H -2.728 -1.497 4.411 0.068
H 0.749 -0.250 4.385 0.070
H 0.450 1.324 3.572 0.066
H -0.229 0.996 5.178 0.089
```

The maximum force comes out at 3.556 eV/Å. The HOMO energy (spin up / spin down) comes out at -5.9 / -6.0 eV. The relative energy (zero: lowest compared OMol25 entry of this formula, charge and spin) is 96.92 kJ/mol. The orbital gap (spin up / spin down) is 5.260 / 5.338 eV. As for the multiplicity: 6.


[3]
The following is a DFT calculation (ωB97M-V with the def2-TZVPD basis set) of the ion C25H35N2O2 with charge +1 at a distorted geometry.

XYZ file:
```
64
Properties=species:S:1:pos:R:3:lowdin_charge:R:1
C -8.757 -1.338 -0.415 -0.102
C -7.719 -0.246 -0.650 -0.259
C -6.513 -0.728 -1.456 -0.179
H -6.865 -1.214 -2.367 0.119
C -5.601 -1.715 -0.723 -0.146
N -4.922 -1.111 0.418 -0.076
C -3.802 -0.424 0.163 -0.420
O -3.365 -0.297 -0.977 0.032
C -3.059 0.229 1.339 -0.213
H -3.535 -0.027 2.283 0.125
C -3.074 1.757 1.177 -0.095
C -2.251 2.189 -0.029 -0.106
N -0.852 1.727 0.109 -0.085
H -0.477 2.092 0.993 0.184
C -0.809 0.248 0.187 -0.102
C -1.599 -0.245 1.391 -0.091
H -1.561 -1.334 1.407 0.138
H -1.139 0.117 2.315 0.131
H 0.234 -0.068 0.249 0.139
H -1.264 -0.146 -0.726 0.134
C 0.029 2.238 -0.983 -0.069
C 1.474 1.991 -0.653 -0.247
C 2.084 2.720 0.367 -0.037
C 3.401 2.500 0.695 0.022
C 4.157 1.543 0.004 -0.260
C 3.547 0.812 -1.015 0.021
C 2.220 1.037 -1.331 -0.026
H 1.766 0.466 -2.127 0.123
H 4.096 0.063 -1.561 0.114
O 5.435 1.422 0.395 -0.026
C 6.293 0.520 -0.286 -0.127
C 5.932 -0.933 -0.100 -0.230
C 5.338 -1.364 1.079 -0.033
C 5.022 -2.700 1.253 -0.074
C 5.304 -3.616 0.255 -0.084
C 5.902 -3.193 -0.920 -0.074
C 6.211 -1.856 -1.099 -0.046
H 6.678 -1.528 -2.017 0.117
H 6.128 -3.905 -1.699 0.106
H 5.064 -4.659 0.394 0.104
H 4.563 -3.026 2.175 0.104
H 5.130 -0.648 1.861 0.120
H 6.338 0.773 -1.354 0.136
H 7.279 0.713 0.152 0.145
H 3.883 3.065 1.476 0.127
H 1.530 3.484 0.897 0.118
H -0.158 3.310 -1.089 0.143
H -0.257 1.738 -1.909 0.148
H -2.261 3.276 -0.129 0.142
H -2.663 1.733 -0.934 0.134
H -4.097 2.110 1.044 0.136
H -2.679 2.219 2.086 0.130
C -5.493 -1.300 1.734 -0.031
H -4.827 -1.881 2.378 0.100
H -6.424 -1.850 1.635 0.088
H -5.720 -0.348 2.218 0.097
H -6.161 -2.582 -0.377 0.120
H -4.829 -2.052 -1.420 0.124
H -5.908 0.131 -1.754 0.108
H -7.390 0.166 0.306 0.093
H -8.193 0.565 -1.206 0.108
H -9.617 -0.931 0.111 0.075
H -9.100 -1.743 -1.364 0.079
H -8.358 -2.157 0.179 0.057
```

The maximum force comes out at 1.017 eV/Å. The HOMO energy comes out at -11.3 eV. The relative energy (zero: lowest compared OMol25 entry of this formula, charge and spin) is 3.05 kJ/mol. The orbital gap is 9.063 eV. The total charge is +1.